ORCA calculation (ωB97M-V/def2-TZVPD) on a single C5H2Cl5P molecule.

## Properties
Orbital gap (alpha / beta) in Eh: 0.2680 / 0.2681
HOMO level (alpha / beta) in eV: -8.97 / -8.97
LUMO level (alpha / beta) in eV: -1.68 / -1.68

Structure (ORCA input):
```
! RIJCOSX wB97M-V def2-TZVPD def2/J DEFGRID3
* xyz 0 1
C 0.0908 -0.9956 0.2687
C 1.3438 -0.5903 0.4861
C -1.0482 -0.1403 0.3648
C -1.8164 0.0694 -0.6943
C -1.5223 -0.5971 -1.9459
P 1.6818 1.0868 1.3276
Cl -1.3709 0.5828 1.8727
Cl -3.2433 1.0639 -0.4774
Cl -2.2753 0.0106 -3.2934
Cl 2.4381 1.8103 -0.3218
Cl 3.4049 0.6321 2.3833
H 0.0298 -1.8714 -0.2487
H 2.2872 -1.0611 0.2780
*
```

***

ORCA calculation (ωB97M-V/def2-TZVPD) on 2 unconnected molecules or ions with the total composition C2H2N2OS.

## Properties
Orbital gap in Eh: 0.2839
HOMO level in eV: -9.52
LUMO level in eV: -1.79

Structure (ORCA input):
```
! RIJCOSX wB97M-V def2-TZVPD def2/J DEFGRID3
* xyz 0 1
C -0.2304 -0.0629 0.0084
C 0.5240 1.0844 0.0609
H -2.2401 1.3252 1.1237
H -0.0094 2.0152 -0.1451
N 1.8739 0.6821 -0.1068
N 1.8654 -0.6072 -0.0371
O 0.5946 -1.0283 0.1744
S -1.9028 -0.1105 -0.1114
*
```

***

ORCA calculation (ωB97M-V/def2-TZVPD) on 2 unconnected molecules or ions with the total composition C3H12NO.

## Properties
Orbital gap in Eh: 0.4229
HOMO level in eV: -14.94
LUMO level in eV: -3.43

Structure (ORCA input):
```
! RIJCOSX wB97M-V def2-TZVPD def2/J DEFGRID3
* xyz 1 1
C -0.0209 -0.6469 2.7810
N 0.8039 -0.9313 1.5734
H 0.3905 0.2190 3.2747
H -1.0422 -0.4506 2.4681
H -0.0051 -1.5041 3.4563
H 1.7853 -0.9832 1.8457
H 0.7282 -0.1495 0.8823
H 0.5504 -1.7996 1.1075
C -0.5856 0.8446 -1.3346
O 0.6738 0.4698 -0.7283
C -0.6191 0.4710 -2.7944
H -1.3611 0.3124 -0.7831
H -0.7595 1.9134 -1.1922
H 1.3496 1.0864 -1.0286
H 0.1656 0.9915 -3.3502
H -0.4955 -0.5981 -2.9238
H -1.5586 0.7551 -3.2538
*
```

***

ORCA calculation (ωB97M-V/def2-TZVPD) on 2 unconnected molecules or ions with the total composition C2.

## Properties
Orbital gap in Eh: 0.2241
HOMO level in eV: -8.36
LUMO level in eV: -2.27

Structure (ORCA input):
```
! RIJCOSX wB97M-V def2-TZVPD def2/J DEFGRID3
* xyz 0 1
C 0.0000 0.0000 1.2227
C 0.0000 0.0000 -1.2227
*
```

***

ORCA calculation (ωB97M-V/def2-TZVPD) on a single C6H12N2 molecule.

## Properties
Orbital gap in Eh: 0.3470
HOMO level in eV: -8.48
LUMO level in eV: 0.97

Structure (ORCA input):
```
! RIJCOSX wB97M-V def2-TZVPD def2/J DEFGRID3
* xyz 0 1
C 1.9354 -0.8429 -0.2077
C 0.7366 -0.9204 0.7699
C -0.2509 0.1253 0.1064
C -1.5592 0.5547 0.8078
C -2.2516 -0.2394 -0.2759
N -0.9337 -0.2472 -1.0903
C 0.8083 1.2366 -0.3855
N 2.2662 0.7045 -0.2846
H 2.9194 -1.3121 -0.1335
H 1.2574 -1.2668 -1.1611
H 0.9078 -0.2786 1.7976
H 0.3361 -1.9767 0.9467
H -1.7238 1.5618 0.6424
H -1.7316 0.4628 1.9475
H -2.9208 -1.3219 -0.3915
H -2.9939 0.6499 -0.9358
H -0.6891 -1.1139 -1.6604
H 0.6332 1.2353 -1.4779
H 0.6819 2.0729 0.2096
H 2.5725 0.9163 0.7764
*
```

***

ORCA calculation (ωB97M-V/def2-TZVPD) on a single C5H5Cl molecule.

## Properties
Orbital gap in Eh: 0.3515
HOMO level in eV: -8.97
LUMO level in eV: 0.60

Structure (ORCA input):
```
! RIJCOSX wB97M-V def2-TZVPD def2/J DEFGRID3
* xyz 0 1
Cl -1.4067 -0.4991 0.8563
C 0.1876 0.2593 0.6515
C 1.1882 -0.7463 0.2779
C 1.3760 -0.3961 -1.0468
C 0.5851 0.8263 -1.5131
C -0.0475 1.1853 -0.4464
H 0.4669 1.0480 1.5462
H 1.6495 -1.5078 1.0145
H 2.1581 -0.7993 -1.5522
H 0.5730 1.0075 -2.6838
H -0.6704 1.9641 -0.4207
*
```

***

| no. | strongest force on any atom (eV Å⁻¹) |
| --- | --- |
| 1 | 3.17 |
| 2 | 4.35 |
| 3 | 0.70 |
| 4 | 5.04 |
| 5 | 6.79 |
| 6 | 5.60 |